No. 1
DFT (the ωB97M-V functional and the def2-TZVPD basis) results for the ion C4H8ClN4 with charge +1 at a distorted geometry.

Calculated values
calculated total energy = -836.0718 Ha
charge = +1
molar mass = 147.59 g mol⁻¹
HOMO energy = -0.498 hartree
HOMO-LUMO gap = 9.2 eV

Last columns: bonded neighbours and bond lengths (Å).
Element x y z (Å)
1 Cl -0.3239 -3.1121 -1.5424  C7 1.666
2 N 1.4793 -1.3709 -1.0584  C7 1.242, C8 1.435
3 N -0.2311 0.2052 0.5614  N4 1.469, C6 1.389, C9 1.439
4 N -1.1771 1.1129 1.2238  N3 1.469, H10 1.074, H12 1.057, H17 1.094
5 N -1.8347 -1.4707 0.0599  C6 1.242, H16 1.019
6 C -0.7192 -0.9383 -0.0577  N3 1.389, N5 1.242, C7 1.528
7 C 0.2820 -1.6811 -0.9412  Cl1 1.666, N2 1.242, C6 1.528
8 C 1.8917 -0.0399 -0.7148  N2 1.435, C9 1.596, H11 1.146, H15 1.120
9 C 0.7788 0.9506 -0.1428  N3 1.439, C8 1.596, H13 1.164, H14 1.055
10 H -1.2082 2.1303 0.8811  N4 1.074
11 H 2.7582 -0.0217 0.0352  C8 1.146
12 H -1.0520 1.1165 2.2738  N4 1.057
13 H 0.4212 1.4397 -1.1362  C9 1.164
14 H 1.3996 1.5206 0.4915  C9 1.055
15 H 2.2964 0.4929 -1.6133  C8 1.120
16 H -2.5682 -1.0954 0.6601  N5 1.019
17 H -2.1929 0.7615 1.0197  N4 1.094

***

No. 2
DFT (the ωB97M-V functional and the def2-TZVPD basis) results for a cluster of 2 separate species, C4H10NO in total at a distorted geometry.

Calculated values
calculated total energy = -288.0158 Ha
charge = +1
molar mass = 88.13 g mol⁻¹
HOMO energy = -0.510 hartree
HOMO-LUMO gap = 7.6 eV

Last columns: bonded neighbours and bond lengths (Å).
Element x y z (Å)
1 O 1.6158 -3.5935 0.0127  H11 0.993, H16 0.963
2 N -0.0930 0.2338 -0.8952  C5 1.418, C6 1.290, H14 1.024
3 C -0.6342 1.3306 1.2600  C5 1.503, H8 1.100, H12 1.087, H13 1.042
4 C -1.0151 2.5189 -0.9046  C5 1.391, H9 1.059, H15 1.079
5 C -0.4752 1.4275 -0.2317  N2 1.418, C3 1.503, C4 1.391
6 C 0.4043 -0.7788 -0.2704  N2 1.290, H7 1.117, H10 1.082
7 H -0.2423 -1.3742 0.4195  C6 1.117
8 H -0.1579 0.6224 1.9541  C3 1.100
9 H -1.3789 3.3206 -0.3166  C4 1.059
10 H 1.3564 -1.1873 -0.5836  C6 1.082
11 H 1.7237 -4.0924 0.8642  O1 0.993
12 H -1.6509 1.2151 1.6280  C3 1.087
13 H -0.1206 2.1866 1.5596  C3 1.042
14 H -0.0081 -0.0818 -1.8652  N2 1.024
15 H -0.9891 2.5440 -1.9825  C4 1.079
16 H 1.6650 -4.2916 -0.6483  O1 0.963

***

No. 3
DFT (the ωB97M-V functional and the def2-TZVPD basis) results for a cluster of 2 separate species, C4H8N2O in total at a distorted geometry.

Calculated values
calculated total energy = -341.9267 Ha
charge = 0
molar mass = 100.12 g mol⁻¹
HOMO energy = -0.343 hartree
HOMO-LUMO gap = 9.4 eV

Last columns: bonded neighbours and bond lengths (Å).
Element x y z (Å)
1 O -2.0773 -0.6647 0.2179  C7 1.203
2 N -0.1226 0.8672 -1.4388  C6 1.457, H9 1.015, H13 1.015
3 N 0.3624 1.2221 1.7502  C4 1.158
4 C -0.2893 0.3545 1.3470  N3 1.158, C7 1.489
5 C -0.7511 -2.0911 1.6312  C7 1.503, H10 1.095, H11 1.096, H15 1.091
6 C 1.2083 1.0915 -1.9864  N2 1.457, H8 1.095, H12 1.101, H14 1.095
7 C -1.1393 -0.8051 0.9582  O1 1.203, C4 1.489, C5 1.503
8 H 1.9089 1.2331 -1.1566  C6 1.095
9 H -0.4359 1.6948 -0.9407  N2 1.015
10 H 0.3106 -2.3044 1.4722  C5 1.095
11 H -0.9054 -1.9814 2.7110  C5 1.096
12 H 1.2976 1.9572 -2.6613  C6 1.101
13 H -0.7982 0.7028 -2.1781  N2 1.015
14 H 1.5239 0.2002 -2.5379  C6 1.095
15 H -1.3713 -2.9032 1.2489  C5 1.091

***

No. 4
DFT (the ωB97M-V functional and the def2-TZVPD basis) results for a cluster of 16 separate species, C39H90F2N12O31S2 in total at a distorted geometry.

Calculated values
calculated total energy = -5524.4482 Ha
charge = -2
molar mass = 1325.33 g mol⁻¹
HOMO energy = -0.004 hartree
HOMO-LUMO gap = 2.1 eV

Last columns: bonded neighbours and bond lengths (Å).
Element x y z (Å)
1 S 4.2705 -20.7226 19.7516  S2 2.391, F4 1.583, O11 1.434, O29 1.448, N46 1.690
2 S 5.0251 -22.6612 18.5730  S1 2.391, F3 1.598, O27 1.440, O34 1.441, N46 1.545
3 F 6.0992 -23.8348 18.7223  S2 1.598
4 F 4.0170 -20.3745 21.2750  S1 1.583
5 O -4.0394 -29.9881 16.6177  N47 1.218
6 O -2.4413 -28.8358 17.4383  N47 1.210
7 O -0.8025 -19.9019 23.5863  N36 1.225
8 O 4.8555 -23.6656 14.0279  N37 1.203
9 O 2.5309 -28.6416 21.9630  C71 1.282
10 O 0.8884 -25.0792 19.4555  C60 1.404, C79 1.426
11 O 5.0113 -19.5777 19.3071  S1 1.434
12 O 5.4132 -25.0333 21.2673  C83 1.238
13 O 1.1889 -31.8432 16.6948  N41 1.212
14 O 6.0489 -27.5186 17.8607  N44 1.219
15 O 4.0035 -25.2127 10.2780  C56 1.404, C65 1.420
16 O 0.0245 -20.9551 20.0124  N38 1.212
17 O 3.9778 -28.9036 13.9268  N40 1.212
18 O 1.0400 -26.9834 23.7391  C67 1.272
19 O 0.6920 -31.7646 14.5854  N41 1.224
20 O 1.2159 -20.1314 14.6947  C54 1.407, C70 1.414
21 O 6.0896 -25.4768 13.9465  N37 1.218
22 O -4.5843 -25.7127 19.0373  N43 1.220
23 O -0.8424 -19.0048 19.9829  N38 1.219
24 O -0.4740 -29.3206 21.9980  C58 1.421, C77 1.420
25 O -1.2130 -21.7258 22.5548  N36 1.208
26 O 6.1999 -25.4999 17.1364  N44 1.206
27 O 3.8256 -23.3571 18.1853  S2 1.440
28 O -2.7410 -24.7121 19.3466  N43 1.211
29 O 2.8977 -20.8079 19.2982  S1 1.448
30 O -1.9266 -30.7834 11.7394  N39 1.213
31 O -0.2265 -30.2041 10.5833  N39 1.222
32 O -0.3432 -26.4608 13.9169  H156 0.950
33 O 4.2614 -30.3937 15.4521  N40 1.212
34 O 5.6192 -21.8228 17.5634  S2 1.441
35 O 3.7472 -23.3872 22.6293  C57 1.233
36 N -0.4526 -20.9820 23.1272  O7 1.225, O25 1.208, C86 1.481
37 N 5.8914 -24.2777 14.0274  O8 1.203, O21 1.218, C63 1.485
38 N -0.3414 -19.9630 19.4203  O16 1.212, O23 1.219, C61 1.476
39 N -0.9759 -30.0585 11.5372  O30 1.213, O31 1.222, C78 1.487
40 N 4.6733 -29.5890 14.6452  O17 1.212, O33 1.212, C62 1.498
41 N 0.9046 -32.3577 15.6345  O13 1.212, O19 1.224, C82 1.478
42 N 1.0348 -24.8022 10.6069  C51 1.581, C64 1.533, C68 1.526, C75 1.523
43 N -3.5284 -25.2701 18.6146  O22 1.220, O28 1.211, C49 1.473
44 N 6.6102 -26.6286 17.2455  O14 1.219, O26 1.206, C81 1.480
45 N 1.6892 -27.1185 17.2564  C66 1.528, C69 1.529, C76 1.506, C80 1.523
46 N 5.1128 -22.1611 20.0319  S1 1.690, S2 1.545
47 N -2.9140 -29.5268 16.5640  O5 1.218, O6 1.210, C48 1.521
48 C -2.0747 -29.7003 15.3079  N47 1.521, H142 1.085, H149 1.085, H164 1.085
49 C -3.2365 -25.3766 17.1745  N43 1.473, H132 1.085, H147 1.087, H176 1.087
50 C -0.9696 -31.4455 20.8577  C58 1.528, H107 1.091, H112 1.095, H148 1.088
51 C 1.9107 -25.8333 11.4250  N42 1.581, C65 1.539, H88 1.089, H153 1.097
52 C -1.6899 -27.5008 21.0334  C77 1.536, H90 1.097, H128 1.094, H152 1.088
53 C 3.0295 -28.6862 18.8091  C69 1.573, H108 1.091, H137 1.088, H170 1.092
54 C 0.8801 -19.2729 13.6323  O20 1.407, C85 1.536, H102 1.089, H118 1.099
55 C 2.7516 -26.1766 15.1081  C66 1.528, H101 1.094, H126 1.090, H163 1.089
56 C 5.4001 -25.0698 10.2580  O15 1.404, H95 1.094, H114 1.089, H155 1.096
57 C 3.5025 -24.5957 22.6354  O35 1.233, C72 1.436, C83 1.611
58 C -0.2057 -30.1219 20.8556  O24 1.421, C50 1.528, H124 1.099, H159 1.092
59 C 0.5723 -23.5084 12.7774  C75 1.516, H89 1.089, H106 1.087, H136 1.091
60 C 0.9252 -24.8706 18.0672  O10 1.404, C80 1.516, H111 1.098, H116 1.096
61 C -0.1215 -19.9534 17.9610  N38 1.476, H97 1.087, H160 1.085, H169 1.088
62 C 6.1574 -29.3873 14.6846  N40 1.498, H100 1.089, H125 1.087, H141 1.085
63 C 7.1363 -23.4729 14.1106  N37 1.485, H117 1.085, H133 1.091, H139 1.086
64 C 1.5320 -24.6491 9.1648  N42 1.533, C84 1.553, H87 1.083, H143 1.087
65 C 3.3680 -25.3520 11.5404  O15 1.420, C51 1.539, H146 1.098, H158 1.096
66 C 2.9665 -26.7084 16.5244  N45 1.528, C55 1.528, H113 1.089, H127 1.088
67 C 2.0645 -26.5212 23.1438  O18 1.272, C71 1.526, C72 1.377
68 C -0.3385 -25.4648 10.5504  N42 1.526, H109 1.089, H151 1.093, H174 1.085
69 C 1.9565 -27.5413 18.7013  N45 1.529, C53 1.573, H105 1.088, H165 1.089
70 C 2.1903 -21.1136 14.4052  O20 1.414, C73 1.505, H93 1.098, H99 1.100
71 C 2.8573 -27.4256 22.2040  O9 1.282, C67 1.526, C74 1.389
72 C 2.3730 -25.1874 23.2957  C57 1.436, C67 1.377, H167 1.083
73 C 2.5942 -21.8656 15.6451  C70 1.505, H103 1.090, H135 1.091, H172 1.089
74 C 4.0147 -26.9632 21.5913  C71 1.389, C83 1.447, H166 1.081
75 C 0.9804 -23.4561 11.3180  N42 1.523, C59 1.516, H131 1.093, H175 1.090
76 C 1.0913 -28.3272 16.5855  N45 1.506, H91 1.082, H98 1.088, H154 1.088
77 C -1.7598 -28.7181 21.9683  O24 1.420, C52 1.536, H121 1.094, H150 1.089
78 C -0.6493 -28.9019 12.4132  N39 1.487, H104 1.091, H161 1.082, H171 1.081
79 C 0.9146 -23.8264 20.1351  O10 1.426, H120 1.088, H134 1.093, H162 1.091
80 C 0.5662 -26.0897 17.2411  N45 1.523, C60 1.516, H138 1.089, H140 1.089
81 C 7.9159 -26.9408 16.6222  N44 1.480, H115 1.086, H145 1.093, H173 1.084
82 C 1.1229 -33.8113 15.4815  N41 1.478, H119 1.090, H130 1.084, H168 1.087
83 C 4.4369 -25.5926 21.7829  O12 1.238, C57 1.611, C74 1.447
84 C 0.4087 -24.1682 8.2060  C64 1.553, H92 1.093, H96 1.086, H144 1.091
85 C 1.8228 -18.0601 13.6615  C54 1.536, H122 1.089, H129 1.089, H157 1.096
86 C 0.9997 -21.2719 23.0951  N36 1.481, H94 1.089, H110 1.083, H123 1.088
87 H 2.3782 -23.9735 9.1677  C64 1.083
88 H 1.7843 -26.7006 10.7786  C51 1.089
89 H 0.3978 -22.4968 13.1399  C59 1.089
90 H -2.6897 -27.1071 20.8145  C52 1.097
91 H 0.6868 -28.0761 15.6138  C76 1.082
92 H 0.8817 -23.9630 7.2425  C84 1.093
93 H 3.0483 -20.5790 13.9769  C70 1.098
94 H 1.1252 -22.2344 22.6022  C86 1.089
95 H 5.8586 -25.8359 10.8901  C56 1.094
96 H -0.3989 -24.8637 7.9968  C84 1.086
97 H 0.4288 -20.8651 17.7415  C61 1.087
98 H 0.3650 -28.8078 17.2376  C76 1.088
99 H 1.7882 -21.7925 13.6384  C70 1.100
100 H 6.6346 -30.3153 14.3733  C62 1.089
101 H 2.3181 -26.8763 14.3876  C55 1.094
102 H -0.1913 -19.1098 13.7400  C54 1.089
103 H 3.5536 -22.3558 15.4778  C73 1.090
104 H 0.0836 -29.3015 13.1159  C78 1.091
105 H 2.2700 -26.6706 19.2742  C69 1.088
106 H 1.3498 -24.0372 13.3234  C59 1.087
107 H -2.0559 -31.3492 20.8813  C50 1.091
108 H 3.9977 -28.2951 18.4913  C53 1.091
109 H -1.0180 -24.6386 10.3484  C68 1.089
110 H 1.4058 -21.3009 24.0990  C86 1.083
111 H 0.1651 -24.0900 17.9328  C60 1.098
112 H -0.8183 -31.8646 19.8572  C50 1.095
113 H 3.5095 -26.0087 17.1574  C66 1.089
114 H 5.7169 -25.2173 9.2266  C56 1.089
115 H 7.9736 -26.3808 15.6936  C81 1.086
116 H 1.9239 -24.5599 17.7388  C60 1.096
117 H 7.0698 -22.5151 14.6163  C63 1.085
118 H 1.1286 -19.7034 12.6518  C54 1.099
119 H 0.2217 -34.2946 15.8587  C82 1.090
120 H 0.8862 -24.0866 21.1912  C79 1.088
121 H -2.5611 -29.4103 21.6922  C77 1.094
122 H 1.5330 -17.3261 14.4121  C85 1.089
123 H 1.4393 -20.5793 22.3802  C86 1.088
124 H -0.4033 -29.5292 19.9517  C58 1.099
125 H 6.3638 -29.2600 15.7444  C62 1.087
126 H 3.7026 -25.9975 14.6059  C55 1.090
127 H 3.5362 -27.6287 16.4100  C66 1.088
128 H -1.3408 -27.7413 20.0250  C52 1.094
129 H 2.8678 -18.3451 13.7699  C85 1.089
130 H 1.2923 -34.0734 14.4431  C82 1.084
131 H 0.2702 -22.8640 10.7355  C75 1.093
132 H -2.1876 -25.1506 17.0108  C49 1.085
133 H 7.4695 -23.3185 13.0836  C63 1.091
134 H 0.0170 -23.2732 19.8478  C79 1.093
135 H 2.7253 -21.0937 16.4048  C73 1.091
136 H -0.3649 -24.0452 12.9317  C59 1.091
137 H 3.1406 -29.0786 19.8183  C53 1.088
138 H -0.2919 -26.6323 17.6351  C80 1.089
139 H 7.8858 -24.0961 14.5898  C63 1.086
140 H 0.4625 -25.7671 16.2062  C80 1.089
141 H 6.4784 -28.5975 14.0131  C62 1.085
142 H -1.6041 -30.6587 15.4998  C48 1.085
143 H 1.7595 -25.6767 8.8927  C64 1.087
144 H -0.0189 -23.1989 8.4664  C84 1.091
145 H 8.6267 -26.4934 17.3211  C81 1.093
146 H 3.5293 -24.3573 11.9761  C65 1.098
147 H -3.8429 -24.6078 16.7014  C49 1.087
148 H -0.6137 -32.0564 21.6849  C50 1.088
149 H -1.3815 -28.8657 15.2792  C48 1.085
150 H -1.9633 -28.3400 22.9692  C77 1.089
151 H -0.6234 -25.8285 11.5407  C68 1.093
152 H -1.0704 -26.6873 21.4045  C52 1.088
153 H 1.4358 -25.9968 12.3998  C51 1.097
154 H 1.8822 -29.0714 16.5230  C76 1.088
155 H 5.6649 -24.0560 10.5792  C56 1.096
156 H -0.1773 -26.9589 14.7090  O32 0.950
157 H 1.8036 -17.5671 12.6831  C85 1.096
158 H 3.9358 -25.9275 12.2808  C65 1.096
159 H 0.8648 -30.2626 20.6950  C58 1.092
160 H 0.4496 -19.0643 17.7151  C61 1.085
161 H -0.0864 -28.1568 11.8666  C78 1.082
162 H 1.7487 -23.1534 19.9287  C79 1.091
163 H 2.0701 -25.3282 15.0668  C55 1.089
164 H -2.7520 -29.5654 14.4710  C48 1.085
165 H 1.0656 -27.9165 19.2023  C69 1.089
166 H 4.6275 -27.6220 20.9914  C74 1.081
167 H 1.6841 -24.5580 23.8446  C72 1.083
168 H 1.9679 -34.1795 16.0572  C82 1.087
169 H -1.0444 -20.0680 17.3955  C61 1.088
170 H 2.8057 -29.5034 18.1207  C53 1.092
171 H -1.5320 -28.5052 12.8954  C78 1.081
172 H 1.9185 -22.6506 15.9820  C73 1.089
173 H 8.2043 -27.9849 16.5743  C81 1.084
174 H -0.3353 -26.2358 9.7876  C68 1.085
175 H 1.9411 -22.9916 11.0963  C75 1.090
176 H -3.5092 -26.4083 16.9687  C49 1.087